# C24H30N4O2

2 unconnected molecules or ions with the total composition C24H30N4O2 in a non-equilibrium geometry (the ωB97M-V functional and the def2-TZVPD basis, the Open Molecules 2025 dataset).

```
! RIJCOSX wB97M-V def2-TZVPD def2/J DEFGRID3
* xyz 0 1
H 5.2756 -1.2058 -1.5898
H -0.7118 2.0512 -3.6748
H -1.4460 -0.6851 -2.5302
N -1.1447 4.4940 -2.4761
H 1.8411 -2.8538 -2.8299
C -3.2594 0.9426 6.0476
H 0.0480 0.2853 5.8511
C -0.3704 1.5283 3.7341
H -2.1794 1.1485 -4.0947
C 1.2372 -0.1453 -2.7473
H 3.9858 0.5127 -2.5056
C -1.6678 1.1412 4.1581
H -1.2191 -0.8919 6.3575
H 3.9475 -2.9456 -0.7791
C 1.0974 0.0516 -4.2545
H -0.4739 -3.8923 0.3902
H 3.8276 -3.6501 -2.4254
O 1.4046 -3.8546 -0.5423
C -2.6977 0.9376 3.1996
N 2.3647 -0.8409 -2.3357
C -1.1252 0.3552 -2.3781
C -2.4207 1.0812 1.8509
C 0.2535 0.3120 -1.8902
C 3.7414 -2.7310 -1.8358
H -3.1520 1.0641 7.1335
H 0.9400 -3.8675 1.4971
C -1.9057 2.9720 -0.5200
C -0.9529 2.2118 0.1376
H 0.5970 -5.3347 0.5092
C -1.1460 1.0408 -3.7487
C -0.9494 0.1818 6.2988
H -0.9422 0.5626 7.3334
C -0.1228 1.7005 2.3875
C 2.2864 -2.2494 -2.0093
H -1.8039 0.8336 -1.6599
H 0.0712 2.2819 -0.2553
H 3.7034 -0.4425 -3.9645
H -0.8047 -0.8354 -4.7367
C 0.5499 -4.2477 0.5469
H 0.4565 0.4196 -0.8320
C -1.1603 1.5924 1.4314
C -0.3476 0.1634 -4.7120
H 0.4196 1.7273 4.4685
C 4.6225 -1.6085 -2.3714
C 3.6858 -0.4872 -2.8603
C 1.4119 -2.5333 -0.8011
H -3.1860 0.8471 1.1074
C -1.5455 3.7872 -1.6367
H -0.3917 0.5364 -5.7391
H 1.5833 -0.7762 -4.7834
C -3.2365 3.1969 -0.0282
N -1.9063 0.9414 5.5038
H 0.8528 2.0350 2.0489
H -3.6880 0.6497 3.5507
O 0.7954 -1.7162 -0.1447
H 1.6608 0.9593 -4.5261
H -3.7902 -0.0025 5.8403
H 5.2373 -1.9426 -3.2140
H -3.8539 1.7721 5.6415
N -4.2964 3.4218 0.4074
*
```

E, Ha: -1301.9259
Frontier orbital gap, eV: 7.09
Structure (SMILES): COC(=O)[C@@H]1CCCN1C1=CCCCC1.CN(C)c1ccc(C=C(C#N)C#N)cc1
Relative energy (zero: lowest compared OMol25 entry of this formula, charge and spin), kcal per mole: 109.30